The following is a quantum chemistry calculation of a molecular structure, C47H61N6O3PS2Y in a non-equilibrium geometry, from OMol25.

CARTESIAN COORDINATES (ANGSTROEM)
Y 0.2130 0.3366 0.2617
S -0.2438 4.1755 0.4974
S -2.1731 1.4775 -0.9145
P -1.5628 3.3737 -0.7052
O -2.9219 4.2678 -0.4633
O -1.1770 3.6900 -2.2702
O 2.4286 -1.5081 1.1938
N 0.6230 1.9147 3.0234
N 2.3868 1.2042 -0.4764
N 1.2388 1.4355 1.9147
N 0.1047 -1.3783 -1.5274
N -1.3638 1.0317 2.1145
N -0.4559 -1.8981 1.4215
C -2.5035 -1.3047 -2.8914
C -0.4180 -2.2325 3.8392
C 4.5976 1.0311 0.6003
C -0.5371 4.8882 -2.6457
C -0.1654 -2.5695 -0.9264
C 3.5061 3.0008 -4.0887
C -0.1642 -1.3386 -3.9884
C 4.7621 1.3764 2.9779
C -0.4900 -2.7947 0.3784
C 3.2185 1.2411 0.6272
C -3.2297 -3.0595 1.3812
C 0.6266 -0.3826 5.1984
C 3.3974 1.5687 3.0522
C 2.4361 2.1171 -4.0143
C 1.7015 -1.9897 -5.4001
C -1.5930 0.6753 -4.1855
C 2.7838 1.8013 -1.6276
C -5.0553 3.1704 -0.1043
C -2.6781 0.9176 2.2440
C -1.0454 -2.3821 2.5701
C -3.4255 1.4790 3.2551
C -2.7529 2.2528 4.2184
C 2.0696 1.5484 -2.8171
C -1.5539 5.9058 -3.1455
C -2.6818 -3.8197 3.6746
C -3.5724 -4.4349 0.8010
C 2.5941 1.4377 1.9075
C 3.8400 2.7386 -1.7189
C 4.2187 -1.6903 -1.9591
C 4.1862 3.3146 -2.9204
C -4.5199 -2.3715 1.8445
C 2.8276 -2.3114 -1.8154
C -4.1575 3.9361 -1.0639
C 1.9390 -2.0202 -3.0019
C 0.6131 -1.5491 -2.8290
C -2.2671 -3.1258 2.5518
C -0.8819 -2.9311 4.9374
C -1.4039 2.3993 4.1250
C -0.6865 1.7699 3.0626
C 2.4568 -2.2265 -4.2688
C 5.3567 1.0676 1.7606
C 0.7951 -1.3491 4.0251
C 2.0684 -2.1850 4.2134
C -1.9786 -3.7727 4.8636
C -1.6004 -0.8488 -4.0332
C 0.4023 -1.5565 -5.2413
C 2.9542 -3.8233 -1.5991
H -3.3111 2.7325 5.0150
H -1.1849 1.1426 -3.2953
H -4.6225 4.8917 -1.3398
H 4.3649 3.0337 -0.8208
H -3.5923 -4.4095 3.6308
H -2.7845 -2.4486 0.5906
H -5.1960 -2.2209 1.0034
H 2.9126 1.8179 3.9846
H -2.4648 -2.3877 -2.7856
H -0.1481 -3.4547 -1.5701
H -4.4979 1.3446 3.2953
H -2.0393 -1.2626 -4.9560
H -2.2209 6.1879 -2.3341
H -0.9824 0.9688 -5.0399
H -2.2154 -0.8492 -1.9499
H 6.4237 0.8855 1.7137
H 4.1385 -0.6515 -2.2681
H -4.2467 -4.3200 -0.0475
H 3.7948 3.4458 -5.0331
H -4.2879 -1.4053 2.2847
H 4.7280 -1.7243 -0.9973
H -3.9807 3.3427 -1.9670
H -3.5324 -1.0137 -3.1025
H -5.0344 -2.9745 2.5925
H 0.7368 -0.8813 6.1610
H 5.0821 0.8131 -0.3429
H 2.3706 -1.8764 -0.9257
H -0.3563 0.0781 5.1476
H -0.8421 3.0088 4.8170
H -2.6756 -4.9503 0.4636
H 2.0542 -2.6796 5.1847
H -1.0411 6.7919 -3.5117
H 2.9551 -1.5537 4.1666
H -0.7153 -3.8314 0.6438
H -0.2044 -1.3913 -6.1256
H 3.6259 -4.0223 -0.7654
H 5.3682 1.4585 3.8710
H 2.1174 -2.1623 -6.3860
H 1.2216 0.8774 -2.7660
H -4.0668 -5.0567 1.5476
H 3.4726 -2.5840 -4.3762
H 0.1756 4.6240 -3.4343
H 0.0181 5.2896 -1.7862
H 1.6599 -1.8755 1.6581
H -6.0370 3.0208 -0.5492
H 2.1512 -2.9579 3.4518
H 1.8882 1.8593 -4.9125
H 2.8691 -0.8875 1.7897
H -5.1570 3.7223 0.8263
H -2.3037 -4.3471 5.7242
H -3.1705 0.3451 1.4646
H 4.8256 -2.2250 -2.6909
H 1.3717 0.4057 5.1256
H -2.6044 1.0516 -4.3342
H 5.0047 4.0275 -2.9502
H 0.8860 -0.7308 3.1295
H 3.3419 -4.3116 -2.4949
H 1.9823 -4.2500 -1.3660
H -4.6091 2.2056 0.1154
H -0.3558 -2.8388 5.8788
H -2.1468 5.4747 -3.9507

## Properties
electronic energy: -96822.7255 eV
HOMO level (spin up / spin down): -0.43 / -0.43 eV
multiplicity: 2
LUMO energy (spin up / spin down): 4.374 / 3.835 eV
total charge: -2

=====

The following is a quantum chemistry calculation of 5 unconnected molecules or ions with the total composition H10O5 in a non-equilibrium geometry, from OMol25.

CARTESIAN COORDINATES (ANGSTROEM)
O -2.0063 -0.0946 -1.4507
O 0.2000 -0.5252 0.1115
O 0.0573 -3.5079 -1.9327
O 0.1856 2.6150 0.5316
O 1.3414 0.8160 2.4930
H 0.0330 3.5169 0.2492
H -0.3835 -0.0577 0.6879
H -2.0834 -0.0494 -2.3987
H -0.0365 -3.6891 -0.9680
H 1.6128 1.1336 3.3850
H 0.2382 -2.5231 -1.9246
H 0.1094 2.0702 -0.2388
H 0.9814 -0.7576 0.6279
H 0.9038 1.5532 2.0667
H -1.1532 -0.5004 -1.2394

## Properties
electronic energy: -10399.9427 eV
HOMO level: -11.27 eV
structure (SMILES): O.O.O.O.O
LUMO energy: 0.497 eV

=====

The following is a quantum chemistry calculation of C4H7N3 in the gas phase, from OMol25.

CARTESIAN COORDINATES (ANGSTROEM)
N 1.0747 -0.2618 0.0903
N -0.6589 -1.4849 0.2404
N 0.6329 -1.4954 0.3478
C 0.0415 0.5646 -0.1912
C 2.4809 0.0520 0.2205
C -2.5114 0.1462 -0.2183
C -1.0728 -0.2287 -0.0863
H 2.6419 0.7144 1.0759
H -3.0403 -0.0324 0.7250
H 3.0097 -0.8881 0.3827
H -2.6035 1.2079 -0.4678
H 2.8452 0.5318 -0.6915
H 0.1739 1.6089 -0.4300
H -3.0141 -0.4344 -0.9976

## Properties
electronic energy: -8730.9465 eV
HOMO level: -9.35 eV
structure (SMILES): Cc1cn(C)nn1
LUMO energy: 0.871 eV

=====

The following is a quantum chemistry calculation of C4H7IN2 in the gas phase in a non-equilibrium geometry, from OMol25.

CARTESIAN COORDINATES (ANGSTROEM)
I -3.6297 -0.2927 -0.5606
N -2.4679 1.3880 -0.6340
N 0.8158 -0.2123 -0.2138
C -1.6533 1.7619 0.4601
C -0.3967 -0.0262 -0.6017
C 1.3980 -1.5497 -0.1318
C -1.1218 1.2575 -0.8424
H -1.6236 1.2318 1.3706
H 2.0425 -1.5947 0.7643
H 1.9238 -1.6542 -1.0347
H -0.6241 2.0976 -1.3536
H -1.7159 2.7602 0.8579
H -1.2791 -0.8291 -0.6397
H 0.5788 -2.3169 -0.1198

## Properties
electronic energy: -15338.6315 eV
HOMO level: -8.79 eV
structure (SMILES): C/N=C/[C@@H]1CN1I
LUMO energy: -0.186 eV

=====

The following is a quantum chemistry calculation of 4 unconnected molecules or ions with the total composition C43H84BF11O16P3S2Si in a non-equilibrium geometry, from OMol25.

CARTESIAN COORDINATES (ANGSTROEM)
S 4.7871 -0.2923 -3.3471
S -5.7475 -0.6622 0.2350
P 6.9320 3.9969 2.8774
P -9.5590 0.3248 6.8541
P 3.1342 2.8027 -8.6584
Si -1.0614 -4.7205 -0.4197
F -5.0199 0.9609 2.1723
F -6.7625 0.1372 -0.7362
F -6.8739 -0.5093 1.3851
F -4.8371 -1.5382 1.1902
F -5.7978 1.9566 0.4433
F -3.2158 2.4404 1.0410
F -6.4760 -2.0088 -0.2185
F -3.5560 1.7275 -0.9654
F -0.8670 -2.1371 -4.6146
F -2.1225 -2.2358 -2.7929
F -4.7722 -0.8051 -1.0040
O 2.8096 1.1962 -8.5951
O -10.0612 -1.2322 7.1245
O 5.4690 4.2530 3.0251
O 5.8510 -0.4513 -2.3807
O 7.0182 2.3718 2.8146
O -9.5806 1.8101 6.7002
O 0.3029 -1.1294 -1.1275
O 4.4282 -1.4924 -4.0453
O -8.1280 0.0581 7.5969
O 8.5133 4.1684 2.4085
O 4.1901 2.5150 -9.9076
O -9.1429 -0.1015 5.3220
O 7.4001 4.2241 4.4439
O 2.5982 3.2197 -7.3286
O 1.9508 3.2710 -9.6877
O 1.4408 -0.9304 -3.2299
C 8.9833 5.4894 2.0658
C 3.4897 -3.3649 1.5848
C 2.3571 -0.6543 0.3213
C 5.7812 0.9055 -8.9162
C -1.0368 0.8616 0.7281
C -8.1198 1.5911 3.9084
C 5.5719 2.2553 -9.5801
C -2.7571 -8.3897 1.9666
C -1.3458 -4.7881 -2.2830
C -1.3766 -8.1995 1.9081
C 3.0573 0.5406 1.0283
C -8.7170 -0.6062 9.8735
C -0.8108 -2.4009 -3.2363
C 1.3943 -0.2599 -0.8405
C -3.6222 -7.5392 1.2915
C -11.4404 -1.5609 6.8499
C -0.3622 -3.8780 -3.1046
C -2.4587 0.2700 0.6281
C 0.8016 -4.7142 -0.1434
C 1.6684 -1.4918 1.4570
C -0.8955 -7.1040 1.1774
C 2.6747 -2.2709 2.3331
C 2.6202 0.5324 -7.3367
C -11.7630 -1.5762 5.3663
C -3.5540 1.3024 0.3191
C 2.8905 5.1756 -10.8952
C -0.5820 1.4543 -0.6266
C 1.7961 4.6581 -9.9760
C 2.2722 -0.6009 -2.1444
C -4.9814 0.9508 0.8276
C 3.3753 0.4382 -2.5169
C -1.7633 -6.2304 0.5150
C 5.6901 4.0869 6.1615
C 1.1502 0.4264 -6.9841
C -3.1549 -6.4465 0.5612
C 6.6004 1.7025 1.6182
C 7.6089 1.8680 0.4952
C 9.1051 6.4076 3.2693
C 0.8993 1.2074 -1.0021
C -7.9937 0.3863 8.9786
C 6.5930 4.9858 5.3390
C -1.9644 -3.2038 0.2614
C -9.3664 0.7905 4.2276
B 0.1467 -1.2425 -2.6068
H 3.1702 -1.3089 -0.0295
H 6.0154 5.7359 4.7970
H -3.1400 -9.2245 2.5585
H 2.9803 4.5454 -11.7803
H 5.2067 0.6324 -4.2745
H 0.1878 -6.9616 1.1754
H 0.9738 1.4459 -2.0777
H -6.9263 0.3638 9.1995
H -4.7037 -7.6872 1.3472
H 5.9560 3.0609 -8.9488
H 5.1668 3.3605 5.5411
H -10.2160 1.4445 4.4302
H 9.6587 7.3106 3.0067
H 9.6115 5.9064 4.0932
H -0.5287 -0.2274 -2.8538
H 6.2806 3.5173 6.8822
H 3.3754 -1.5880 2.8324
H -8.3451 2.3928 3.2028
H 0.8284 4.7662 -10.4668
H -12.0950 -0.8653 7.3814
H -2.5090 -0.5611 -0.0870
H 5.4110 0.9106 -7.8894
H -11.7959 -0.5630 4.9610
H -8.4263 -1.6281 9.6295
H 7.2703 5.5288 6.0038
H 0.6326 1.3777 -7.1088
H 8.1216 6.7173 3.6281
H 4.9509 4.6765 6.7072
H -0.9681 1.6454 1.5003
H -2.7043 -0.1442 1.6238
H 2.9311 1.2323 -3.1437
H 7.3370 1.2386 -0.3543
H 1.0227 0.0912 -5.9524
H 0.6556 -0.2890 -7.6441
H 3.2005 -4.3854 1.8806
H 4.5738 -3.2770 1.7642
H -0.7274 2.5479 -0.5884
H -0.3756 -4.3011 -4.1249
H 1.7657 5.2312 -9.0443
H 1.2092 -0.7353 2.1242
H -12.7390 -2.0319 5.1921
H -8.3517 1.4050 9.1561
H -11.0078 -2.1278 4.8081
H 1.2130 -3.7363 -0.4399
H 7.6538 2.9067 0.1570
H -9.7995 -0.5378 9.7427
H -1.3161 -2.3574 0.5164
H 3.1811 1.0368 -6.5481
H 3.0409 -0.4707 -7.4301
H 1.1207 -5.0161 0.8628
H 0.8355 -2.0883 1.0650
H -9.6376 0.1811 3.3622
H -2.4632 -3.5097 1.2034
H 3.2783 1.3896 0.3697
H 3.8610 5.1692 -10.3939
H -11.6070 -2.5542 7.2665
H 3.3427 -3.3185 0.4957
H 1.2677 -5.4427 -0.8370
H 5.2490 0.1203 -9.4513
H 2.6711 6.1975 -11.2102
H 5.6152 2.0635 1.3127
H 2.8786 -1.5336 -2.0625
H 6.8433 0.6568 -8.8817
H 0.6772 -3.9474 -2.7585
H -8.4830 -0.4135 10.9220
H -1.0994 -5.8232 -2.5982
H -2.3876 -4.6135 -2.5852
H 6.5074 0.6452 1.8659
H 3.7264 0.9322 -1.5999
H -7.3621 0.9443 3.4654
H 8.3260 5.9268 1.3103
H 2.5106 0.9014 1.9163
H -7.6740 2.0302 4.8006
H -1.2016 1.0723 -1.4459
H 6.1206 2.2842 -10.5218
H 8.6094 1.5945 0.8317
H -2.7677 -2.9276 -0.4362
H 2.0792 -2.7785 3.1119
H 9.9652 5.3565 1.6116
H -3.8331 -5.7595 0.0542
H 4.0110 0.1515 1.4253
H 1.5106 1.9683 -0.4911
H -0.3897 0.0444 1.0688
H -0.7132 -8.8748 2.4524

## Properties
electronic energy: -166700.1664 eV
HOMO level: -4.55 eV
LUMO energy: 0.939 eV
total charge: -1

=====

The following is a quantum chemistry calculation of 2 unconnected molecules or ions with the total composition C3H3P in a non-equilibrium geometry, from OMol25.

CARTESIAN COORDINATES (ANGSTROEM)
P 3.2139 0.1938 -0.6942
C -1.0254 -0.8179 1.0063
C 2.3935 -0.5136 0.4055
C -1.3171 -1.2085 -0.0937
H -0.9038 -0.8001 2.0175
H 1.9892 -1.0948 1.2280
H -1.6047 -1.5219 -1.0959

## Properties
electronic energy: -12443.8485 eV
HOMO level: -9.99 eV
structure (SMILES): C#C.C#P
LUMO energy: 0.687 eV

=====

Which of these has the lowest electronic energy?
C43H84BF11O16P3S2Si